Record 1
Density functional theory data (the ωB97M-V functional and the def2-TZVPD basis) for a structure of composition C4H6B5F20LiO3.

CARTESIAN COORDINATES (ANGSTROEM)
1 C -11.0000 -18.2398 -1.6809
2 C -10.9377 -18.7872 1.7445
3 B -12.2807 -15.6202 2.5972
4 B -10.3533 -21.9984 5.3827
5 H -10.0235 -17.7955 -1.8852
6 F -11.8683 -17.8288 8.9813
7 O -10.4016 -18.2388 0.6190
8 B -8.5132 -17.0702 5.5054
9 H -13.5572 -18.3447 0.3339
10 O -12.1720 -19.2474 1.4885
11 F -10.7711 -20.6883 5.0378
12 F -11.8220 -18.6907 6.8271
13 F -13.2582 -18.6724 3.9041
14 F -11.8271 -16.2159 3.7788
15 F -13.8387 -18.1309 7.8490
16 F -15.1901 -19.5668 3.0157
17 H -12.6689 -19.7470 -0.4264
18 H -11.7723 -16.8860 -0.1309
19 F -13.1028 -14.4928 2.8719
20 H -11.7272 -17.9578 -2.4458
21 H -10.8502 -19.3210 -1.7702
22 O -10.4458 -18.7473 2.8209
23 C -12.6045 -18.8504 0.2012
24 F -13.0023 -16.5204 1.7899
25 B -12.5476 -18.6586 8.0509
26 Li -11.2392 -18.8317 4.6858
27 F -13.4798 -20.9649 3.6162
28 F -7.2410 -17.4964 5.0362
29 F -10.9401 -22.9907 4.5655
30 F -12.6555 -19.9520 8.6054
31 C -11.4592 -17.9217 -0.2705
32 F -8.3815 -16.7349 6.8829
33 F -14.7311 -19.8952 5.2408
34 F -8.9421 -22.0843 5.2128
35 F -11.1655 -15.1469 1.8229
36 F -9.4454 -18.1293 5.3352
37 F -10.6867 -22.2743 6.7206
38 B -14.1558 -19.8018 3.9826
39 F -8.9095 -15.9205 4.8218

Summary:
Kohn-Sham gap: 0.297 Eh
Charge: -4
LUMO: 7.7 eV

Atomic partial charges in e from the Löwdin method, atoms 1 to 2: atom 1 (C): -0.053, atom 2 (C): -0.522


Record 2
Density functional theory data (the ωB97M-V functional and the def2-TZVPD basis) for a structure of composition C4H6BeO3.

CARTESIAN COORDINATES (ANGSTROEM)
1 H -0.6099 0.5290 -3.3278
2 H -1.3239 -0.6419 1.2527
3 O 2.0725 -0.1193 1.2080
4 H 0.4921 -0.0824 -1.1171
5 O 2.3028 0.3541 2.5473
6 H -2.6370 0.0296 -1.3817
7 Be 2.0661 1.6801 1.6592
8 O -1.5218 0.3588 -3.0683
9 C 0.7947 -0.6752 1.0635
10 H 0.8740 -1.3532 0.2013
11 C -0.4211 -0.0312 1.1712
12 C -0.5655 0.0530 -0.8710
13 C -1.5979 0.1431 -1.7084
14 H 0.0750 -0.2444 2.3710

Summary:
Kohn-Sham gap (spin up / spin down): 0.210 / 0.176 Eh
Multiplicity: 2
Charge: -1
LUMO (spin up / spin down): 3.5 / 2.6 eV

Atomic partial charges in e from the Löwdin method, atoms 1 to 2: atom 1 (H): 0.071, atom 2 (H): 0.030


These records have ΔE to the lowest compared entry with this formula, charge and spin values of 0.0000, 6.2772 eV, in the order they appear.
These records have E values of -68355.52279, -10779.05864 eV, in the order they appear.